Entry 1:
Below is a structure of composition C48H45N6O4RbSi in a non-equilibrium geometry, with properties calculated with ωB97M-V/def2-TZVPD.

CARTESIAN COORDINATES (ANGSTROEM)
Rb (-1.48264, 0.59063, -0.99042)
O (-2.28756, 5.45375, -1.62527)
C (-1.66513, 4.39250, -1.54757)
N (-1.41841, 3.64028, -0.47166)
C (-1.31581, 4.09976, 0.77727)
O (-0.90474, 5.18996, 1.17918)
C (-1.69539, 3.08808, 1.85723)
C (-2.16506, 3.57500, 3.07433)
C (-2.50299, 2.67897, 4.07130)
C (-2.34388, 1.31986, 3.83747)
C (-1.87093, 0.92543, 2.59851)
N (-1.55385, 1.78126, 1.62447)
C (-1.16102, 3.80907, -2.86592)
C (-0.88306, 4.69093, -3.90675)
C (-0.42669, 4.18745, -5.11016)
C (-0.28568, 2.81361, -5.25505)
C (-0.59661, 2.01215, -4.17070)
N (-1.00942, 2.48972, -2.99622)
H (-2.24410, 4.64507, 3.20601)
H (-2.87851, 3.03106, 5.02499)
H (-2.57638, 0.58233, 4.59470)
H (-1.72925, -0.12803, 2.37375)
H (-1.03855, 5.74752, -3.74207)
H (-0.18468, 4.85386, -5.92994)
H (0.06029, 2.37117, -6.18021)
H (-0.50131, 0.93248, -4.24279)
C (0.31410, -2.04426, -3.07324)
O (-0.91734, -2.05012, -2.35352)
C (-1.49847, -3.25926, -2.13492)
C (-0.93816, -4.45857, -2.56721)
C (-1.56842, -5.66951, -2.29918)
C (-2.76308, -5.68544, -1.59974)
C (-3.32874, -4.48926, -1.17888)
C (-2.72400, -3.26295, -1.43652)
N (-3.24428, -2.00042, -1.04825)
N (-4.37256, -2.09525, -0.50142)
C (-5.01171, -0.97641, -0.05401)
C (-4.66531, 0.38188, -0.41187)
O (-3.90456, 0.69627, -1.34302)
C (-5.28406, 1.43618, 0.39748)
C (-6.26781, 1.18632, 1.27537)
C (-6.77839, -0.14516, 1.48057)
C (-7.87024, -0.38106, 2.33027)
C (-8.36605, -1.64845, 2.52566)
C (-7.75535, -2.72239, 1.85898)
C (-6.67625, -2.51626, 1.03149)
C (-6.15153, -1.22005, 0.81074)
H (0.15360, -2.36419, -4.10972)
H (0.71161, -1.03551, -3.02385)
H (1.05858, -2.68392, -2.60137)
H (-0.00456, -4.45941, -3.10930)
H (-1.11200, -6.59184, -2.63756)
H (-3.25685, -6.62458, -1.37991)
H (-4.26348, -4.47871, -0.63572)
H (-4.90720, 2.43968, 0.23043)
H (-6.70445, 1.99855, 1.84975)
H (-8.32421, 0.46481, 2.83713)
H (-9.21207, -1.81620, 3.18148)
H (-8.14003, -3.72665, 1.99661)
H (-6.20595, -3.34693, 0.52367)
C (2.62675, 0.04572, -1.77378)
Si (3.88825, -0.23398, -0.57953)
C (3.80043, 1.04679, 0.84059)
N (2.40405, 1.37661, 1.15723)
C (1.71110, 0.43086, 2.02537)
C (1.45379, 0.99644, 3.43374)
C (2.60437, 1.91341, 3.84242)
C (2.64920, 3.13849, 2.91558)
C (2.13784, 2.75717, 1.51079)
C (3.81093, -1.95029, 0.29625)
C (2.64702, -2.71830, 0.20724)
C (2.51991, -3.93769, 0.86793)
C (3.56811, -4.41826, 1.64432)
C (4.73630, -3.67105, 1.75487)
C (4.84958, -2.45566, 1.08793)
C (5.70016, -0.22521, -1.22632)
C (6.43962, 0.95912, -1.33810)
C (7.69482, 0.99152, -1.93384)
C (8.24889, -0.17167, -2.45567)
C (7.53784, -1.36083, -2.36523)
C (6.28812, -1.38314, -1.75301)
H (2.87877, -0.11663, -2.82624)
H (2.05473, 0.95790, -1.60828)
H (4.26897, 1.96477, 0.46687)
H (4.38103, 0.74816, 1.73344)
H (2.32273, -0.47134, 2.10760)
H (0.76020, 0.12101, 1.57152)
H (1.33634, 0.16900, 4.13875)
H (0.52011, 1.56748, 3.45220)
H (3.54230, 1.35408, 3.76911)
H (2.50228, 2.22615, 4.88461)
H (3.66833, 3.53116, 2.86226)
H (2.01723, 3.93801, 3.31474)
H (2.57874, 3.40579, 0.75276)
H (1.05823, 2.92062, 1.45607)
H (1.82974, -2.32700, -0.39696)
H (1.60322, -4.51092, 0.77747)
H (3.47684, -5.36678, 2.16237)
H (5.55715, -4.03922, 2.36152)
H (5.77135, -1.88721, 1.18037)
H (6.01491, 1.88392, -0.95847)
H (8.23910, 1.92703, -2.00148)
H (9.22473, -0.15001, -2.92742)
H (7.96102, -2.27418, -2.77022)
H (5.75547, -2.32660, -1.67627)

E_tot (Eh): -2799.239136
Highest occupied orbital energy (eV): -1.1
2S+1: 1
Kohn-Sham gap (eV): 4.880
Total charge: -2
Strongest force on any atom (eV/Å): 1.43



Entry 2:
Below is a structure of composition C15H36KN7O3, with properties calculated with ωB97M-V/def2-TZVPD.

CARTESIAN COORDINATES (ANGSTROEM)
K (0.50587, 0.22529, -0.48756)
C (-0.97869, -0.25819, 2.98367)
C (0.43875, 0.21761, 3.31685)
N (1.19139, 0.72750, 2.17588)
C (1.40623, 2.16786, 2.16011)
C (0.12386, 2.94988, 1.89549)
N (-0.41828, 2.69242, 0.56912)
C (-1.72543, 3.30399, 0.36562)
C (-2.36644, 2.95464, -0.97789)
C (-3.06508, 1.59590, -1.04556)
N (-2.14719, 0.49165, -1.26968)
C (-2.71819, -0.82634, -1.02941)
C (-2.63238, -1.22653, 0.43909)
N (-1.25401, -1.50337, 0.82598)
C (-1.05416, -1.61729, 2.26975)
H (-1.47252, 0.49886, 2.36777)
H (-1.53750, -0.31918, 3.92203)
H (0.98653, -0.61646, 3.76642)
H (0.37754, 0.99113, 4.09416)
H (2.05968, 0.22617, 2.05048)
H (2.12790, 2.39460, 1.37015)
H (1.83097, 2.53158, 3.10893)
H (0.32620, 4.01846, 2.06990)
H (-0.63325, 2.66045, 2.63126)
H (0.23178, 3.05139, -0.12623)
H (-1.67407, 4.39999, 0.46412)
H (-2.38210, 2.95697, 1.17125)
H (-1.61539, 3.01962, -1.77336)
H (-3.10882, 3.72578, -1.19865)
H (-3.85094, 1.62944, -1.81656)
H (-3.58013, 1.42309, -0.09536)
H (-1.75313, 0.51639, -2.20435)
H (-2.14528, -1.54499, -1.62338)
H (-3.76613, -0.89598, -1.36002)
H (-3.29924, -2.08170, 0.62918)
H (-2.99943, -0.40401, 1.05867)
H (-0.95217, -2.36397, 0.38154)
H (-0.11785, -2.15865, 2.42601)
H (-1.84976, -2.22354, 2.72856)
N (-0.70871, -2.92212, -4.31341)
N (0.29661, -2.82103, -3.33481)
C (0.71718, -1.56604, -2.88916)
O (1.81401, -1.55036, -2.25239)
O (-0.01423, -0.57638, -3.12073)
H (-0.70234, -2.07117, -4.86741)
H (-1.60618, -2.94814, -3.84504)
H (1.04892, -3.47891, -3.45687)
C (3.27503, -2.65840, 2.33690)
C (3.08057, -2.82883, 0.84549)
O (2.33166, -1.73182, 0.35909)
H (3.83984, -3.49275, 2.75417)
H (2.30816, -2.61220, 2.84182)
H (3.81897, -1.73558, 2.54726)
H (2.55678, -3.77126, 0.64367)
H (4.05355, -2.88276, 0.34426)
H (2.23921, -1.80681, -0.61841)
C (2.64204, 1.10075, -3.78274)
C (2.32108, 1.86732, -2.58836)
N (2.05913, 2.45068, -1.63372)
H (1.75247, 1.03616, -4.40629)
H (2.90963, 0.08962, -3.47560)
H (3.45746, 1.57951, -4.32174)

E_tot (Eh): -1802.163384
Highest occupied orbital energy (eV): -8.5
2S+1: 1
Kohn-Sham gap (eV): 8.943
Strongest force on any atom (eV/Å): 0.12



Which value of strongest force on any atom does entry 2 give?
0.12 eV/Å



Which formula does entry 2 have?
C15H36KN7O3



Look up the highest occupied orbital energy of the second one.
-8.5 eV